Model w:
C6H9NO2 in the gas phase, computed with ωB97M-V/def2-TZVPD.

```
! RIJCOSX wB97M-V def2-TZVPD def2/J DEFGRID3
* xyz 0 1
C 0.7882 1.9222 0.0479
C 1.3014 0.7247 0.2881
C 1.5387 -0.3621 -0.7292
C 0.9750 -1.6085 -0.2428
C -0.1676 -1.7903 0.3994
C -1.2207 -0.8012 0.6983
N -1.6650 0.1344 -0.1420
O -1.3136 0.4598 -1.3605
O -2.7153 0.7928 0.4935
H 0.2269 2.0940 -0.8325
H 0.7088 2.7208 0.7533
H 1.7697 0.6215 1.2475
H 2.6293 -0.4253 -1.0213
H 1.0060 0.0280 -1.6544
H 1.6136 -2.4089 -0.2164
H -0.5371 -2.6676 0.7977
H -1.7263 -0.8753 1.6282
H -3.2118 1.4410 -0.1548
*
```

Results
Orbital gap   9.13 eV
SMILES string   C=CC/C=C\C=[N+](/[O-])O
LUMO   0.54 eV
HOMO level   -8.6 eV

Löwdin population analysis, charges in e, atoms 1 to 5: 0.00 -0.20 -0.20 -0.10 -0.06

***

Model x:
C6H9NO2 in the gas phase, computed with ωB97M-V/def2-TZVPD.

```
! RIJCOSX wB97M-V def2-TZVPD def2/J DEFGRID3
* xyz 0 1
C -1.0592 -1.1919 -2.3310
C -1.8807 -0.2522 -1.3370
O -1.1502 0.8795 -0.9296
C -0.3700 0.8017 0.0559
C 0.2333 -0.2390 0.7677
C 1.2412 0.3108 1.5279
N 2.5368 0.0555 2.1413
C 1.0566 1.6475 1.7863
O 0.0268 1.9818 0.6723
H -1.2480 -2.4763 -2.1641
H -0.8891 -0.9312 -3.3733
H -0.1048 -1.3397 -1.9328
H -2.1928 -0.8527 -0.5468
H -2.7405 0.4535 -1.8789
H 0.1538 -1.1819 0.1518
H 2.1875 0.7626 3.0569
H 2.5636 -1.0465 2.3323
H 1.6358 2.6184 2.0013
*
```

Results
Orbital gap   8.33 eV
SMILES string   CCOc1cc(N)co1
LUMO   0.78 eV
HOMO level   -7.5 eV

Löwdin population analysis, charges in e, atoms 1 to 5: -0.06 -0.18 0.03 -0.38 0.01

***

Model y:
2 unconnected molecules or ions with the total composition C6H9NO2, computed with ωB97M-V/def2-TZVPD.

```
! RIJCOSX wB97M-V def2-TZVPD def2/J DEFGRID3
* xyz 0 1
C -0.7384 -1.8569 -2.6509
C -0.1947 0.9754 -1.3615
C -0.0396 -0.5267 0.2513
C 0.4217 0.8036 0.7625
C 1.0002 -1.6241 0.1659
C -0.5093 1.5612 1.7280
N -0.5671 -0.1964 -1.0985
O -1.7477 -2.0505 -3.1346
O 0.5443 1.6756 -0.4477
H -0.3043 1.5097 -2.3251
H -0.8502 -0.8009 0.9323
H 1.4320 0.7770 1.4090
H 1.6879 -1.3493 -0.6809
H 0.5809 -2.4330 -0.3271
H 1.4197 -1.7659 1.0751
H -1.5626 1.6589 1.3341
H -0.1003 2.4890 1.7275
H -0.4725 1.1532 2.6405
*
```

Results
Orbital gap   10.53 eV
LUMO   0.98 eV
HOMO level   -9.6 eV

Löwdin population analysis, charges in e, atoms 1 to 5: -0.03 -0.21 -0.34 -0.28 -0.03

***

Stability verdict: model y, ahead by 338.1 kJ/mol

***

Model w:
2 unconnected molecules or ions with the total composition C6H9NO2, computed with ωB97M-V/def2-TZVPD.

```
! RIJCOSX wB97M-V def2-TZVPD def2/J DEFGRID3
* xyz 0 1
C 1.5857 0.0893 -0.9861
C 1.3761 -0.3705 0.2424
C 2.4930 -0.1271 1.1829
N 0.4275 -1.5003 0.3926
O -0.3724 -1.6199 -0.5876
O 0.4321 -2.1892 1.4019
H 2.3527 0.8110 -1.0838
H 0.9762 -0.2187 -1.8154
H 3.4605 -0.2824 0.7169
H 2.1618 -0.8673 2.0165
H 2.4022 0.8723 1.6302
C -1.6884 1.4607 -0.0352
C -2.5715 0.8195 -0.5526
C -3.8257 0.2275 -0.7317
H -0.7397 2.1396 -0.2613
H -3.8185 -0.0640 -1.7723
H -4.6122 0.8488 -0.3785
H -3.8800 -0.6325 -0.1186
*
```

Results
Orbital gap   9.15 eV
SMILES string   C=C(C)[N+](=O)[O-].C#CC
LUMO   -0.55 eV
HOMO level   -9.7 eV

Löwdin population analysis, charges in e, atoms 1 to 5: 0.10 -0.29 -0.05 -0.31 0.01

***

Model x:
C6H9NO2 in the gas phase, computed with ωB97M-V/def2-TZVPD.

```
! RIJCOSX wB97M-V def2-TZVPD def2/J DEFGRID3
* xyz 0 1
C -1.1967 -2.7360 0.3821
C 0.0785 3.0244 -0.3112
C 0.5282 0.5740 0.0630
C -0.5500 -1.4093 0.2195
C 0.7981 -1.1071 -0.4269
C -0.0943 1.5917 -0.6265
O 1.4154 0.8462 1.0121
N -0.9709 -0.2929 0.6328
O 1.8391 -1.5001 0.2299
H 1.9151 -0.0239 1.0950
H 0.7748 -1.2388 -1.5191
H -0.8298 1.3057 -1.3671
H -2.1328 -2.6600 0.9340
H -0.4961 -3.3847 0.9119
H -1.3835 -3.1811 -0.5984
H -0.0484 3.6483 -1.1984
H -0.6925 3.3341 0.4117
H 1.0457 3.2095 0.1555
*
```

Results
Orbital gap (alpha / beta)   7.12 / 6.88 eV
LUMO (alpha / beta)   -1.39 / -1.57 eV
HOMO level (alpha / beta)   -8.5 / -8.4 eV

Löwdin population analysis, charges in e, atoms 1 to 5: -0.01 -0.05 -0.37 -0.35 -0.36

***

Model y:
C6H9NO2 in the gas phase, computed with ωB97M-V/def2-TZVPD.

```
! RIJCOSX wB97M-V def2-TZVPD def2/J DEFGRID3
* xyz 0 1
C -1.8208 -0.4290 -0.7895
C -1.0046 -0.0669 0.2176
N -1.5053 0.0561 1.5252
C 0.5645 -0.4407 0.2504
C 0.9995 -1.2196 -0.9851
C 1.1138 0.9579 0.3108
O 2.4013 1.2394 0.6956
C 0.1709 1.8423 -0.0213
O -0.4414 2.8480 -0.1268
H -2.8798 -0.5533 -0.6267
H -1.4745 -0.5605 -1.7974
H -0.8661 0.5117 2.1617
H -2.4272 0.4665 1.5664
H 0.8374 -0.9871 1.1626
H 2.0729 -1.4136 -0.9439
H 0.7992 -0.6566 -1.8940
H 0.4639 -2.1654 -1.0396
H 2.9964 0.5708 0.3340
*
```

Results
Orbital gap   8.21 eV
SMILES string   C=C(N)[C@@H](C)C(O)=C=O
LUMO   0.16 eV
HOMO level   -8.0 eV

Löwdin population analysis, charges in e, atoms 1 to 5: 0.07 -0.39 0.09 -0.25 -0.07

***

Stability verdict: model y, ahead by 168.6 kJ/mol

***

Model w:
C6H9NO2 in the gas phase, computed with ωB97M-V/def2-TZVPD.

```
! RIJCOSX wB97M-V def2-TZVPD def2/J DEFGRID3
* xyz 0 1
C 2.0668 -1.2791 0.0227
C 0.6902 -0.8574 -0.3648
C 0.3387 -0.5964 -1.6536
O -1.0016 -0.3070 -1.9795
C -1.2141 0.7909 -1.1572
O -1.9161 1.7271 -1.5202
N -0.8876 0.6158 0.2367
C -1.1933 1.6537 1.1940
C -0.3318 -0.6445 0.6859
H 2.1643 -1.3884 1.1071
H 2.8017 -0.5328 -0.2940
H 2.3190 -2.2443 -0.4268
H 0.9302 -0.8151 -2.5311
H -0.6462 2.5565 0.9086
H -2.2632 1.8792 1.1850
H -0.8729 1.3807 2.2044
H 0.1179 -0.5183 1.6741
H -1.1022 -1.4206 0.7089
*
```

Results
Orbital gap   9.61 eV
SMILES string   CC1=COC(=O)N(C)C1
LUMO   0.74 eV
HOMO level   -8.9 eV

Löwdin population analysis, charges in e, atoms 1 to 5: -0.05 -0.25 -0.06 0.06 -0.46

***

Model x:
2 unconnected molecules or ions with the total composition C6H9NO2, computed with ωB97M-V/def2-TZVPD.

```
! RIJCOSX wB97M-V def2-TZVPD def2/J DEFGRID3
* xyz 0 1
N -0.4118 2.0158 1.8407
C 0.1172 1.1324 1.3144
C 0.8957 0.0668 0.6390
O 0.1310 -1.1208 0.6522
C 0.5004 -1.9238 -0.4702
C 0.9567 -0.9483 -1.5328
C 0.0630 0.2410 -1.7798
C 1.2140 0.3495 -0.8221
H 1.8395 -0.0537 1.2002
H 1.3253 -2.6051 -0.2062
H -0.3802 -2.5189 -0.7456
H 1.6320 -1.3011 -2.3123
H 0.1711 0.7614 -2.7315
H -0.9509 0.2205 -1.3713
H 2.0753 0.9743 -1.0523
O -3.4463 1.6038 2.4894
H -2.9436 0.7919 2.3592
H -2.7883 2.3145 2.5291
*
```

Results
Orbital gap   11.46 eV
SMILES string   N#C[C@H]1OC[C@H]2C[C@H]21.O
LUMO   0.69 eV
HOMO level   -10.8 eV

Löwdin population analysis, charges in e, atoms 1 to 5: 0.17 -0.10 -0.30 -0.09 -0.14

***

Model y:
C6H9NO2 in the gas phase, computed with ωB97M-V/def2-TZVPD.

```
! RIJCOSX wB97M-V def2-TZVPD def2/J DEFGRID3
* xyz 0 1
O 0.7829 -0.2568 -2.9171
C 1.3642 -0.3389 -1.8634
N 1.1719 0.4830 -0.7549
C 1.4050 -0.1236 0.6249
C 0.1094 -0.8719 1.1617
C -1.0092 -0.3219 0.2816
C -2.2135 0.6067 0.2014
C -0.8234 1.1309 0.1091
O 0.0796 1.4346 -0.9515
H 2.1463 -1.0572 -1.6836
H 2.2728 -0.8083 0.4972
H 1.7444 0.6541 1.3481
H 0.0151 -0.6460 2.2088
H 0.1092 -1.9434 1.1216
H -0.9696 -0.8134 -0.6956
H -2.7040 0.3771 -0.7614
H -2.9206 0.8259 1.0131
H -0.5605 1.6689 1.0601
*
```

Results
Orbital gap   10.14 eV
SMILES string   O=CN1CC[C@H]2C[C@@H]2O1
LUMO   0.87 eV
HOMO level   -9.3 eV

Löwdin population analysis, charges in e, atoms 1 to 5: 0.05 -0.32 -0.07 -0.09 -0.12

***

Stability verdict: model w, ahead by 22.6 kJ/mol

***

Model w:
2 unconnected molecules or ions with the total composition C3H8NO3, computed with ωB97M-V/def2-TZVPD.

```
! RIJCOSX wB97M-V def2-TZVPD def2/J DEFGRID3
* xyz -1 1
O 2.0210 0.5079 -0.5300
C 2.4181 -0.0983 0.4933
O 1.7751 -0.4382 1.5155
H 3.5252 -0.3359 0.3743
C -0.9629 1.2921 0.6885
N -1.5294 0.0349 0.0884
C -0.4970 -0.6922 -0.6378
O -1.2103 -1.5961 -1.5481
H -0.0421 1.0189 1.1709
H -1.6425 1.7848 1.4034
H -0.7820 2.0679 -0.0504
H -2.3019 0.2727 -0.5198
H 0.1092 -0.0892 -1.2220
H 0.1714 -1.2205 0.0337
H -1.0520 -2.5089 -1.2600
*
```

Results
Orbital gap   8.03 eV
LUMO   3.86 eV
HOMO level   -4.2 eV

Löwdin population analysis, charges in e, atoms 1 to 5: -0.15 -0.66 -0.14 0.09 -0.13

***

Model x:
2 unconnected molecules or ions with the total composition C3H8NO3, computed with ωB97M-V/def2-TZVPD.

```
! RIJCOSX wB97M-V def2-TZVPD def2/J DEFGRID3
* xyz -1 1
N -0.6187 -2.0056 1.6234
C -1.3403 -1.4007 0.5115
O -2.4799 -1.8865 0.2927
O -0.8262 -0.3609 0.0151
H 0.2207 -1.5158 1.9503
H -1.1729 -2.5293 2.2877
C 1.2559 1.5855 -0.4394
O 2.4067 2.4125 -0.1551
C 0.9957 1.2100 -1.8969
H 1.4232 0.6558 0.1572
H 0.2963 2.0051 -0.0513
H 2.6096 2.4561 0.7797
H 1.6554 0.4260 -2.2346
H -0.0929 0.8392 -1.9155
H 1.1188 2.0128 -2.6095
*
```

Results
Orbital gap   7.51 eV
LUMO   3.46 eV
HOMO level   -4.0 eV

Löwdin population analysis, charges in e, atoms 1 to 5: 0.05 -0.82 -0.12 -0.11 0.05

***

Model y:
A molecular structure, C3H8NO3, computed with ωB97M-V/def2-TZVPD.

```
! RIJCOSX wB97M-V def2-TZVPD def2/J DEFGRID3
* xyz -1 1
C -1.0429 0.2915 -1.0818
O -2.0480 0.7330 -0.3116
C -0.3861 -1.0371 -0.5546
N 1.0622 -0.9123 -0.6146
H -1.2897 0.1329 -2.1263
H -0.1826 1.0033 -1.1805
H -0.8232 -1.2574 0.4186
H -0.7276 -1.8305 -1.2436
H 1.5099 -0.1737 0.0025
H 1.5341 -1.7599 -0.5013
O 1.6782 1.1060 0.7015
C 0.6330 1.0537 1.5317
O -0.1533 0.0246 1.9870
H 0.5024 1.9750 2.1278
H -0.2664 0.6509 0.8453
*
```

Results
Orbital gap   5.84 eV
LUMO   2.93 eV
HOMO level   -2.9 eV

Löwdin population analysis, charges in e, atoms 1 to 5: -0.54 -0.31 -0.31 -0.03 0.07

***

Model z:
2 unconnected molecules or ions with the total composition C3H8NO3, computed with ωB97M-V/def2-TZVPD.

```
! RIJCOSX wB97M-V def2-TZVPD def2/J DEFGRID3
* xyz -1 1
N -0.9635 0.0616 -1.9634
C -1.4970 1.0928 -1.1214
O -0.4968 1.9980 -0.5269
H -0.5515 0.4300 -2.7869
H -0.2449 -0.4919 -1.4674
H -2.2134 1.6969 -1.7456
H -2.0029 0.6930 -0.2324
H 0.0815 1.3714 -0.0574
O -0.4815 -0.3905 1.2708
C 0.6548 -0.8018 0.8954
O 1.2180 -0.5093 -0.2593
C 1.5733 -1.5668 1.8556
H 2.3741 -2.0806 1.3618
H 1.9819 -0.8829 2.5757
H 1.0145 -2.2976 2.4407
*
```

Results
Orbital gap   8.83 eV
LUMO   4.30 eV
HOMO level   -4.5 eV

Löwdin population analysis, charges in e, atoms 1 to 5: 0.01 -0.35 -0.14 0.04 0.03

***

Stability verdict: model z, ahead by 26.6 kJ/mol

***

Model w:
2 unconnected molecules or ions with the total composition C3H8NO3, computed with ωB97M-V/def2-TZVPD.

```
! RIJCOSX wB97M-V def2-TZVPD def2/J DEFGRID3
* xyz -1 1
N -0.4687 2.2317 -2.0269
C -0.2747 1.0899 -1.2186
O -1.2598 0.3500 -1.0399
O 0.8968 0.9760 -0.7545
H 0.3554 2.6515 -2.4166
H -1.2675 2.2308 -2.6356
C 0.3007 -0.9220 1.8279
O 1.3869 -1.1445 0.9325
C -0.7213 -2.0410 1.6449
H 0.6900 -0.8920 2.8502
H -0.1407 0.0496 1.6300
H 1.3132 -0.4508 0.2010
H -0.1756 -2.9807 1.7823
H -1.5346 -1.9637 2.3744
H -1.1122 -2.0259 0.6323
*
```

Results
Orbital gap   8.85 eV
LUMO   4.31 eV
HOMO level   -4.5 eV

Löwdin population analysis, charges in e, atoms 1 to 5: 0.08 -0.83 -0.07 -0.10 0.05

***

Model x:
2 unconnected molecules or ions with the total composition C3H8NO3, computed with ωB97M-V/def2-TZVPD.

```
! RIJCOSX wB97M-V def2-TZVPD def2/J DEFGRID3
* xyz -1 1
C -1.6293 -0.2531 -0.2035
C -0.5332 -1.1716 -0.7279
C 0.8631 -0.8607 -0.1212
O 1.8399 -1.1705 -0.8119
O 0.8417 -0.3289 1.0224
N -1.4905 1.1477 -0.5839
H -2.5890 -0.5799 -0.6226
H -1.6498 -0.3351 0.8800
H -0.7735 -2.2068 -0.4942
H -0.4469 -1.0473 -1.8192
H -1.4989 1.2578 -1.5965
H -0.7102 1.6447 -0.1942
H 1.9706 1.3775 1.2897
H 3.1551 0.8596 2.0565
O 2.6509 1.6664 1.9266
*
```

Results
Orbital gap   8.60 eV
LUMO   4.20 eV
HOMO level   -4.4 eV

Löwdin population analysis, charges in e, atoms 1 to 5: -0.32 -0.15 -0.75 -0.06 -0.09

***

Stability verdict: model w, ahead by 29.6 kJ/mol